Entry 1:
Density functional theory data (ωB97M-V/def2-TZVPD) for a structure of composition C38H31Cl2N4O5PRhS2.

Output
Multiplicity: 5
Net charge: +1
Energy above the lowest of the compared OMol25 structures with the same formula, charge and spin: 31.21 kJ/mol
LUMO energy (alpha / beta): -2.14 / -5.07 eV
Energy: -4230.3572 Ha

Each line ends with the Mulliken charge.
Geometry (Å):
Rh1 -0.143 -0.038 0.130  0.033
Cl1 -2.699 0.395 0.947  -0.103
C1 -3.428 0.849 -0.560  0.526
C2 -4.730 1.296 -0.506  -0.734
C3 -5.372 1.658 -1.681  -0.480
C4 -4.722 1.565 -2.901  -0.630
C5 -3.417 1.116 -2.946  -0.104
Cl2 -2.646 1.015 -4.483  -0.180
C6 -2.718 0.752 -1.774  0.689
S1 -1.074 0.268 -1.912  -0.351
H1 -5.233 1.366 0.447  0.516
H2 -6.392 2.016 -1.644  0.411
H3 -5.218 1.843 -3.819  0.465
N1 1.814 -0.700 -1.073  0.231
C7 1.992 -2.126 -1.186  -0.308
C8 3.052 -2.653 -1.917  -0.616
C9 3.256 -4.020 -1.968  -0.706
C10 2.404 -4.882 -1.283  -0.888
C11 1.331 -4.365 -0.583  -0.575
C12 1.109 -2.987 -0.537  -0.158
P1 -0.383 -2.307 0.249  2.411
C13 -0.323 -2.669 2.008  0.480
C14 -1.509 -2.723 2.692  -0.774
C15 -1.564 -2.768 4.092  -1.178
C16 -0.359 -2.791 4.835  -0.668
C17 0.841 -2.714 4.221  -1.094
C18 0.994 -2.555 2.735  -0.018
C19 -1.738 -3.317 -0.423  1.405
C20 -2.042 -4.564 0.131  -0.326
C21 -3.016 -5.365 -0.441  -0.922
C22 -3.696 -4.938 -1.573  -0.591
C23 -3.392 -3.709 -2.138  -0.831
C24 -2.416 -2.905 -1.567  -0.505
H4 1.864 -0.258 -1.986  0.475
H5 2.551 -0.276 -0.501  0.084
H6 3.722 -1.977 -2.435  0.529
H7 4.083 -4.419 -2.542  0.432
H8 2.567 -5.950 -1.315  0.472
H9 0.644 -5.038 -0.084  0.423
H10 -2.440 -2.730 2.138  0.510
H11 -2.519 -2.815 4.595  0.475
H12 -0.402 -2.894 5.911  0.460
H13 1.756 -2.775 4.794  0.549
H14 1.685 -3.334 2.380  0.382
H15 -1.522 -4.909 1.014  0.422
H16 -3.244 -6.326 -0.001  0.440
H17 -4.458 -5.565 -2.016  0.419
H18 -3.911 -3.373 -3.026  0.467
H19 -2.178 -1.958 -2.031  0.121
O1 4.451 -1.219 0.431  -0.376
C25 4.947 -0.558 1.582  -0.560
N2 4.975 -1.401 2.745  -0.025
C26 3.950 -1.608 3.615  -0.378
O2 4.039 -2.381 4.547  -0.647
C27 2.699 -0.795 3.423  -0.773
C28 2.378 0.179 4.316  -0.124
C29 1.193 0.906 4.143  -1.888
C30 0.450 0.732 2.950  -0.642
N3 0.728 -0.172 2.060  2.334
C31 1.730 -1.189 2.351  1.163
H20 5.070 -1.905 0.158  0.269
H21 4.278 0.285 1.744  0.384
H22 5.956 -0.183 1.408  0.450
H23 5.783 -1.984 2.915  0.292
H24 3.041 0.398 5.143  0.588
H25 0.891 1.671 4.842  0.519
H26 -0.344 1.434 2.713  0.355
H27 2.274 -1.383 1.424  -0.322
O3 2.744 1.557 0.309  -0.695
C32 1.799 2.338 0.310  0.284
N4 0.490 1.975 0.244  0.565
S2 -0.539 3.254 0.345  0.789
O4 -1.353 3.323 -0.838  -0.617
O5 -1.216 3.230 1.616  -0.653
C33 0.731 4.472 0.350  0.378
C34 0.616 5.847 0.372  -0.789
C35 1.800 6.575 0.393  -0.571
C36 3.038 5.935 0.394  -0.627
C37 3.128 4.550 0.375  -0.321
C38 1.951 3.826 0.353  -0.303
H28 -0.348 6.335 0.369  0.488
H29 1.759 7.655 0.407  0.420
H30 3.941 6.531 0.409  0.410
H31 4.081 4.038 0.370  0.540

Atomic forces in eV per Å
0.160 0.014 -0.337
-0.178 0.012 0.081
0.025 -0.024 -0.021
0.007 -0.001 -0.015
0.000 0.001 0.004
0.002 -0.001 0.004
-0.019 0.013 -0.012
0.000 0.000 -0.007
0.007 0.011 0.044
0.047 0.029 0.131
-0.001 -0.001 0.008
-0.006 0.002 -0.001
-0.002 0.001 -0.009
-0.056 -0.167 0.123
-0.016 0.022 -0.008
0.003 -0.001 -0.008
-0.025 -0.001 0.010
0.008 0.016 -0.005
0.004 -0.023 0.002
0.005 0.015 0.011
-0.035 -0.130 0.010
-0.024 0.009 0.001
0.030 -0.008 -0.023
0.025 -0.004 0.009
-0.038 0.002 0.002
0.021 0.015 -0.029
0.017 -0.019 -0.009
0.019 0.007 -0.015
0.004 0.032 0.011
0.001 0.003 0.005
0.013 0.006 -0.003
-0.002 -0.015 0.004
0.001 0.026 0.016
0.033 0.025 0.037
-0.020 0.035 -0.111
0.002 0.003 0.005
0.007 -0.005 -0.003
0.004 -0.008 -0.002
0.012 0.008 -0.008
-0.021 -0.020 -0.009
-0.016 0.002 -0.004
0.010 -0.002 0.007
0.014 -0.003 0.021
-0.018 -0.009 -0.012
-0.009 0.012 0.036
0.001 -0.009 0.005
-0.010 -0.005 -0.002
-0.001 0.005 -0.009
-0.015 -0.015 0.010
-0.041 0.021 -0.044
0.013 -0.001 0.002
0.004 -0.019 -0.053
0.020 0.143 0.125
-0.029 -0.068 0.007
0.004 -0.088 -0.102
-0.012 -0.001 0.027
0.027 -0.001 0.016
-0.017 0.022 -0.005
0.035 0.004 -0.010
-0.024 0.011 -0.008
-0.032 0.009 0.006
0.013 0.010 -0.005
-0.012 0.007 0.001
-0.002 0.018 0.017
0.011 -0.006 0.009
-0.009 0.008 0.003
0.021 -0.013 0.021
0.010 -0.011 -0.002
0.110 0.001 0.158
-0.073 0.015 -0.124
0.052 0.079 0.015
0.040 -0.100 -0.048
-0.020 0.011 0.029
-0.052 0.057 0.001
0.008 0.042 0.014
0.019 -0.030 -0.004
0.010 0.000 0.007
-0.012 0.009 0.001
-0.023 0.007 0.007
-0.011 -0.017 0.003
-0.009 0.010 0.004
0.007 0.008 -0.003
-0.001 0.005 -0.001
0.007 -0.001 0.002

Entry 2:
Density functional theory data (ωB97M-V/def2-TZVPD) for a cluster of 3 separate species, C22H29BN2O6 in total at a distorted geometry.

Output
Net charge: 0
SMILES: CCCCCCCCC1=C(OB(O)O)C(=O)OC1=O.c1ccncc1.c1ccncc1
LUMO energy: -1.28 eV
Energy: -1441.5102 Ha

Each line ends with the Mulliken charge.
Geometry (Å):
C1 -3.344 1.367 2.743  -0.647
C2 -4.352 0.524 1.774  -0.265
C3 -3.525 -0.781 1.303  -0.007
C4 -3.581 -1.071 -0.272  -1.051
C5 -2.668 -0.056 -1.155  0.242
C6 -3.636 0.908 -2.000  -0.604
C7 -2.923 2.215 -2.611  -0.693
C8 -1.354 2.061 -2.885  -0.571
C9 -0.442 2.533 -1.648  0.164
C10 0.970 2.362 -1.672  0.364
O1 1.602 1.799 -2.813  -0.505
B1 2.175 0.502 -2.543  0.532
O2 1.602 -0.527 -1.721  -0.434
O3 3.447 0.217 -3.200  -0.478
C11 1.547 2.893 -0.291  0.437
O4 2.689 2.928 0.183  -0.526
O5 0.394 3.336 0.444  -0.328
C12 -0.838 3.226 -0.276  0.566
O6 -1.925 3.651 0.148  -0.511
H1 -3.906 2.112 3.403  0.334
H2 -2.744 0.635 3.391  0.131
H3 -2.655 1.959 2.037  0.001
H4 -4.709 1.179 0.899  0.124
H5 -5.287 0.263 2.393  0.346
H6 -3.994 -1.669 1.866  0.032
H7 -2.440 -0.718 1.687  0.141
H8 -3.183 -2.138 -0.430  0.353
H9 -4.667 -1.070 -0.652  0.321
H10 -2.112 -0.731 -1.908  0.129
H11 -1.884 0.481 -0.526  0.013
H12 -4.474 1.262 -1.312  0.123
H13 -4.093 0.317 -2.863  0.336
H14 -3.204 3.111 -1.958  0.322
H15 -3.412 2.413 -3.640  0.310
H16 -1.015 1.010 -3.163  0.199
H17 -1.045 2.741 -3.766  0.519
H18 0.719 -0.745 -2.104  0.287
H19 3.252 -0.180 -4.078  0.278
N1 9.436 -0.296 -2.516  -0.565
C13 8.742 0.333 -1.554  -0.187
C14 7.361 0.288 -1.444  -0.448
C15 6.652 -0.446 -2.383  0.064
C16 7.344 -1.105 -3.389  -0.421
C17 8.725 -1.001 -3.411  -0.214
H20 9.340 0.897 -0.846  0.350
H21 6.854 0.815 -0.645  0.362
H22 5.570 -0.504 -2.332  0.385
H23 6.822 -1.687 -4.139  0.340
H24 9.311 -1.501 -4.175  0.337
N2 -2.614 -2.122 3.843  -0.093
C18 -3.263 -3.181 4.352  -0.096
C19 -2.713 -4.052 5.277  -0.692
C20 -1.412 -3.822 5.702  -0.099
C21 -0.717 -2.736 5.192  -0.771
C22 -1.358 -1.921 4.273  -0.035
H25 -4.276 -3.321 3.986  0.366
H26 -3.285 -4.890 5.655  0.354
H27 -0.946 -4.483 6.425  0.370
H28 0.300 -2.527 5.501  0.348
H29 -0.856 -1.057 3.847  0.361

Atomic forces in eV per Å
-0.508 0.088 -0.890
0.825 0.377 0.920
-1.075 -0.271 -0.128
0.676 -0.224 0.378
-0.978 -0.997 -0.642
0.601 0.383 0.232
-0.658 -0.349 -0.827
0.451 1.391 0.889
2.307 -0.485 -0.315
-3.893 0.550 0.230
0.328 -0.736 3.312
1.481 -0.901 -0.619
-0.201 1.760 -2.091
-2.749 0.341 0.190
1.570 -0.417 0.269
-4.373 -0.132 -1.882
0.022 -0.180 -0.862
-1.129 0.357 -0.607
4.406 -1.736 -1.426
0.806 -1.017 -0.878
-0.936 1.169 -0.923
-0.784 -0.866 1.308
0.670 -0.975 1.271
1.397 0.106 -1.072
0.877 1.291 -1.044
-1.674 -0.040 -0.850
-0.593 1.514 0.205
1.594 0.125 0.568
-0.581 1.146 1.075
-1.201 -0.571 -0.690
1.025 -0.538 -1.004
0.549 0.634 1.311
0.908 -1.190 -0.901
0.761 -0.249 1.614
-0.686 1.291 0.402
-0.485 -1.050 1.377
0.617 0.263 0.892
0.451 0.278 0.816
-0.642 -0.036 0.032
0.400 -0.215 -0.355
-0.003 -0.081 -0.111
-0.178 -0.047 0.045
-0.004 0.100 0.141
0.415 0.252 0.288
-0.061 -0.004 0.008
0.038 -0.014 -0.039
0.090 0.033 -0.023
0.049 0.013 0.027
-0.062 0.000 -0.001
0.409 -0.545 0.826
0.192 0.492 -0.282
0.111 0.016 0.021
0.041 -0.046 0.058
-0.058 -0.103 0.041
-0.537 0.008 -0.257
0.004 -0.044 0.046
0.011 0.049 -0.035
-0.031 0.044 -0.047
-0.054 0.013 -0.032
0.051 -0.024 0.042

Entry 3:
Density functional theory data (ωB97M-V/def2-TZVPD) for the molecule C4H7NO at a distorted geometry.

Output
Net charge: 0
Energy above the lowest of the compared OMol25 structures with the same formula, charge and spin: 216.09 kJ/mol
SMILES: CN/C=C\C=O
LUMO energy: 0.76 eV
Energy: -286.5493 Ha

Each line ends with the Mulliken charge.
Geometry (Å):
C1 2.086 -0.502 0.038  -0.733
C2 -0.021 0.793 -0.017  0.150
C3 -1.397 0.909 -0.012  -0.712
C4 -2.183 -0.257 0.053  0.231
H1 2.465 0.525 -0.562  0.247
H2 2.461 -0.509 1.215  0.222
H3 2.325 -1.541 -0.573  0.276
H4 0.008 -1.183 -0.078  0.325
H5 0.585 1.717 -0.109  0.243
H6 -1.836 1.909 -0.008  0.306
H7 -3.300 -0.039 0.124  0.258
N1 0.620 -0.378 -0.036  -0.138
O1 -1.813 -1.446 -0.036  -0.673

Atomic forces in eV per Å
0.454 0.442 -0.586
-0.137 0.404 -0.566
1.236 0.475 0.288
-1.889 -0.889 -0.436
-0.341 -3.108 1.745
-0.708 -0.113 -3.280
-0.036 2.927 1.780
-0.152 -0.350 0.165
-0.152 -0.715 0.306
0.025 -0.540 0.003
0.864 -0.386 0.043
0.865 0.666 0.247
-0.029 1.187 0.292

Entry 4:
Density functional theory data (ωB97M-V/def2-TZVPD) for a structure of composition C6H6LuO3 at a distorted geometry.

Output
Multiplicity: 2
Net charge: +2
Energy above the lowest of the compared OMol25 structures with the same formula, charge and spin: 0.00 kJ/mol
LUMO energy (alpha / beta): -10.49 / -10.39 eV
Energy: -1692.4921 Ha

Each line ends with the Mulliken charge.
Geometry (Å):
O1 -3.864 -0.137 0.754  -0.374
C1 -3.486 0.224 -0.371  0.753
O2 -3.959 1.069 -1.146  -0.120
C2 0.863 0.085 0.898  -0.110
H1 0.742 -0.773 1.578  0.352
H2 0.200 0.869 1.296  0.393
C3 2.306 0.553 0.873  -1.130
H3 2.435 1.455 0.250  0.324
H4 2.631 0.844 1.878  0.357
H5 2.997 -0.256 0.574  0.157
C4 -2.201 -0.420 -0.892  -0.274
C5 -1.024 -0.795 -0.488  -0.236
C6 0.314 -0.338 -0.432  0.772
O3 0.977 -0.168 -1.490  -0.502
Lu1 2.997 -0.406 -2.362  1.310
H6 -1.927 -1.806 -0.920  0.329

Atomic forces in eV per Å
0.445 1.382 -2.958
0.677 -3.052 3.834
-1.314 1.553 -1.137
-0.154 -0.669 0.370
0.030 0.274 0.016
0.136 -0.114 -0.057
0.100 0.327 -0.049
0.023 -0.300 0.071
-0.052 -0.116 -0.196
-0.021 0.060 -0.052
1.974 -3.354 1.490
-1.387 2.491 -1.751
-0.660 -0.145 2.082
3.221 -0.498 -2.771
-2.258 0.463 1.117
-0.761 1.699 -0.007